Formula: C29H26N4O7ReS4Sb
Source: the OMol25 dataset
Level of theory: the ωB97M-V functional and the def2-TZVPD basis

Each line ends with the Mulliken charge.
Element x y z (Å)
Re  0.1375  1.8652  -0.5894  1.2989
C  -6.1599  -2.6530  -0.9144  -0.9714
O  -4.8559  -2.2305  -0.5138  -0.3980
C  -4.2962  -2.8354  0.5583  0.6917
C  -4.8586  -3.8677  1.2941  -0.3205
C  -4.1546  -4.4130  2.3591  -0.8188
C  -2.8878  -3.9571  2.6853  -1.2049
C  -2.3108  -2.9317  1.9498  -0.2225
C  -3.0208  -2.3576  0.9066  -0.0488
N  -2.5166  -1.3333  0.0643  0.1528
C  -1.6492  -0.3702  0.3557  0.5913
N  -1.4068  -0.0897  1.6314  0.1774
C  -0.5114  0.8191  2.1845  0.2600
C  0.2984  1.6667  1.4323  -0.0030
C  1.1945  2.5030  2.1321  -0.4323
C  1.2089  2.5302  3.5058  -1.4197
C  0.3687  1.6943  4.2475  -0.3065
C  -0.4929  0.8358  3.5984  0.8054
O  -1.3435  -0.0350  4.1832  -0.4357
C  -1.4622  -0.0059  5.6086  -0.9773
N  -1.0870  0.3466  -0.6672  -0.3545
C  -1.3321  -0.1979  -1.9833  -1.1653
C  -2.1627  0.4653  -2.8747  -0.0932
C  -2.3317  -0.0366  -4.1591  -1.2652
C  -1.6682  -1.1959  -4.5291  -0.8403
C  -0.8280  -1.8610  -3.6443  -0.5826
C  -0.6446  -1.3634  -2.3605  1.5341
O  0.1819  -1.8794  -1.4246  -0.1533
C  0.7256  -3.1789  -1.6679  -1.0723
H  -6.4305  -2.0195  -1.7533  0.2459
H  -6.8746  -2.5118  -0.1029  0.3825
H  -6.1470  -3.6973  -1.2295  0.4100
H  -5.8373  -4.2498  1.0459  0.4617
H  -4.6034  -5.2135  2.9295  0.4225
H  -2.3377  -4.4048  3.4999  0.4358
H  -1.3023  -2.6154  2.1797  0.6287
H  -2.9056  -1.3351  -0.8718  0.5317
H  -1.9635  -0.5915  2.3182  0.3884
H  1.8502  3.1648  1.5828  0.6908
H  1.8742  3.2017  4.0305  0.4323
H  0.4053  1.7206  5.3267  0.4850
H  -2.2469  -0.7143  5.8526  0.2747
H  -1.7461  0.9911  5.9469  0.4079
H  -0.5268  -0.3155  6.0759  0.3868
H  -2.6772  1.3637  -2.5569  0.7084
H  -2.9790  0.4732  -4.8578  0.5445
H  -1.7950  -1.5928  -5.5269  0.4598
H  -0.3093  -2.7525  -3.9664  0.5274
H  1.1956  -3.4823  -0.7372  0.2742
H  1.4727  -3.1445  -2.4621  0.3651
H  -0.0654  -3.8839  -1.9276  0.4155
S  1.8264  5.1874  -2.7630  -0.3461
Sb  0.0546  4.0580  -3.3002  0.9069
S  0.9259  1.4764  -2.8344  -0.0301
S  -1.0492  3.5982  -0.8059  -0.2896
S  -1.6127  3.7318  -4.6410  -0.3208
O  2.5701  1.9043  -2.6067  -0.3404
C  2.9828  1.9820  -1.3699  1.0675
O  2.1727  1.8549  -0.4113  -0.8507
C  4.3980  2.1831  -1.1228  0.1816
C  5.2581  2.5289  -2.1727  -0.4879
C  6.6023  2.7160  -1.9114  -0.6824
C  7.0458  2.5352  -0.6111  -0.0260
C  6.2164  2.1888  0.4415  -0.5559
C  4.8710  2.0207  0.1825  -0.4975
N  8.4946  2.7264  -0.3253  1.0079
O  8.8672  2.4417  0.7897  -0.5687
O  9.1889  3.0712  -1.2520  -0.5722
H  4.8764  2.6598  -3.1751  0.5137
H  7.3042  2.9944  -2.6831  0.5291
H  6.6330  2.0599  1.4289  0.5284
H  4.1889  1.7572  0.9784  0.5282

Calculated values
F_max = 0.68 eV/Å
Electronic energy = -3777.07119 Ha
Highest occupied orbital energy = -13.214 eV
Gap between HOMO and LUMO = 5.22 eV
Total charge = +2